[1]
Here is 14 unconnected molecules or ions with the total composition C44H82N6O16S4 at a distorted geometry from the Open Molecules 2025 dataset. Energies are from ωB97M-V/def2-TZVPD.

Each line ends with the Löwdin charge.
Positions of all 152 atoms, in Å:
C -0.5360 3.8249 -1.2865  -0.12
C -0.7719 5.1466 -0.4977  -0.09
O -1.5466 4.6918 0.5926  0.01
C -2.0246 3.4443 0.4057  -0.59
O -2.8015 2.9081 1.1330  0.16
O -1.4266 2.8859 -0.6630  0.04
H 0.4911 3.4866 -1.1705  0.05
H -0.8356 3.9509 -2.3229  0.13
H -1.2387 5.8812 -1.1509  0.14
H 0.1628 5.5031 -0.0666  0.10
C -1.9859 0.0656 4.0501  -0.11
C -2.8686 -0.3737 5.2354  -0.11
O -2.7454 0.6823 6.1850  0.07
C -2.2502 1.7687 5.5736  -0.57
O -2.1444 2.8347 6.0961  0.15
O -1.7738 1.4412 4.3582  0.03
H -2.6070 -0.0284 3.1628  0.11
H -1.0509 -0.4840 4.0391  0.11
H -2.5254 -1.3162 5.6720  0.13
H -3.9404 -0.5396 5.1037  0.10
C 1.9299 -4.2865 -2.8726  -0.09
C 1.0811 -3.0979 -2.3809  -0.15
O 1.3425 -2.1075 -3.3726  0.02
C 1.7232 -2.6905 -4.4964  -0.63
O 1.7421 -2.1780 -5.5812  0.13
O 2.1278 -3.9453 -4.2515  0.08
H 1.4097 -5.2276 -2.7402  0.12
H 2.8582 -4.2375 -2.2997  0.11
H 1.2982 -2.6657 -1.4062  0.07
H 0.0185 -3.3447 -2.3450  0.08
C 5.2776 1.2229 2.9664  -0.09
C 3.8947 1.3608 2.2709  -0.13
O 4.2478 1.7497 0.9496  0.01
C 5.5608 2.0570 0.8784  -0.59
O 6.0832 2.5040 -0.0980  0.15
O 6.1885 1.8077 2.0412  0.07
H 5.5081 0.1559 3.0034  0.12
H 5.2971 1.7182 3.9311  0.13
H 3.3371 2.1692 2.7483  0.12
H 3.3295 0.4339 2.3178  0.12
C -5.3560 -3.7479 -1.7046  -0.10
C -4.2615 -4.5888 -1.0593  -0.23
C -2.8345 -4.0226 -1.2163  -0.19
C -2.3751 -3.9467 -2.6103  -0.23
N -2.0082 -3.9131 -3.6954  0.18
H -5.1272 -3.3189 -2.6813  0.08
H -5.6215 -2.8726 -1.1025  0.03
H -6.2863 -4.3131 -1.7788  0.08
H -4.2144 -5.5788 -1.5161  0.11
H -4.4996 -4.7385 -0.0073  0.09
H -2.1320 -4.5919 -0.6085  0.08
H -2.7764 -2.9841 -0.8746  0.07
C 1.2918 1.2107 0.9289  -0.08
C 1.0472 0.0269 0.0282  -0.21
C -0.4211 -0.4415 -0.0394  -0.17
C -0.8043 -1.3730 1.0106  -0.21
N -1.1025 -2.1149 1.8322  0.19
H 1.2152 1.0291 2.0052  0.08
H 0.6121 2.0590 0.7926  0.06
H 2.2673 1.6521 0.6976  0.05
H 1.7666 -0.7798 0.1680  0.06
H 1.2413 0.3450 -1.0030  0.07
H -0.6016 -0.9715 -0.9770  0.08
H -1.1881 0.3347 -0.0780  0.10
C 7.3425 -1.9689 -1.0653  -0.09
C 6.7883 -1.7538 0.3284  -0.24
C 5.5274 -2.5989 0.6259  -0.17
C 4.3410 -2.1994 -0.1375  -0.16
N 3.3714 -1.9152 -0.6837  0.21
H 6.5484 -1.9911 -1.8179  0.07
H 7.9521 -2.8560 -1.2272  0.08
H 7.9620 -1.1118 -1.3359  0.08
H 6.5575 -0.7272 0.6126  0.10
H 7.5276 -2.1248 1.0428  0.11
H 5.2220 -2.6295 1.6723  0.11
H 5.8089 -3.6156 0.3378  0.13
C 1.8134 -3.1094 2.4250  -0.12
C 1.4455 -4.4187 3.0852  -0.25
C 1.4793 -5.6281 2.1315  -0.16
C 0.8033 -5.3609 0.8639  -0.19
N 0.2895 -5.1399 -0.1381  0.20
H 1.6052 -2.2768 3.0963  0.07
H 1.2350 -2.9459 1.5147  0.03
H 2.8766 -3.1371 2.1782  0.06
H 0.4767 -4.3644 3.5870  0.11
H 2.1220 -4.6074 3.9234  0.11
H 1.0496 -6.5198 2.5859  0.12
H 2.5114 -5.8735 1.8677  0.12
C -7.1308 0.0745 -1.3213  -0.10
C -6.4043 1.4097 -1.1401  -0.22
C -4.9076 1.4431 -1.4744  -0.16
C -4.0714 0.2522 -1.2330  -0.19
N -3.3877 -0.6567 -1.0598  0.21
H -7.6865 0.0579 -2.2647  0.07
H -7.9302 -0.0459 -0.5899  0.07
H -6.5056 -0.8173 -1.3642  0.04
H -6.4558 1.6665 -0.0795  0.11
H -6.9288 2.1799 -1.6988  0.11
H -4.3953 2.2364 -0.9313  0.11
H -4.7835 1.5178 -2.5612  0.11
C 3.2708 -0.3607 -4.7258  -0.09
C 3.8892 0.6239 -3.7218  -0.21
C 2.8943 0.9612 -2.6119  -0.16
C 1.7856 1.8166 -3.0767  -0.18
N 0.9442 2.5297 -3.3967  0.19
H 4.0381 -0.6042 -5.4722  0.09
H 2.5921 0.1473 -5.4182  0.09
H 2.8422 -1.2729 -4.3243  0.03
H 4.2739 1.4876 -4.2615  0.12
H 4.7415 0.1370 -3.2427  0.10
H 3.4583 1.4460 -1.8106  0.12
H 2.5339 0.0095 -2.2205  0.07
C -4.1838 -2.9183 2.7997  -0.26
S -5.9150 -2.5476 3.2186  0.85
O -5.8338 -1.6269 4.4003  -0.57
C -6.2213 -1.4898 1.7461  -0.25
H -4.2152 -3.4046 1.8226  0.03
H -3.8267 -3.6273 3.5425  0.05
H -3.5828 -2.0163 2.7537  0.01
H -5.4886 -0.6853 1.7199  0.05
H -7.2585 -1.1685 1.7539  0.05
H -6.0663 -2.1252 0.8713  0.02
C 2.3116 4.9305 -1.2307  -0.27
S 3.8926 5.2761 -0.4141  0.85
O 4.3522 6.5129 -1.1446  -0.55
C 3.1588 5.9395 1.1081  -0.25
H 1.7129 5.8353 -1.3251  0.07
H 1.8478 4.0395 -0.8053  0.02
H 2.5672 4.6955 -2.2663  0.06
H 2.5408 6.7607 0.7517  0.06
H 4.0020 6.2981 1.6941  0.05
H 2.5468 5.2278 1.6569  0.02
C -2.6928 -0.6641 -4.6595  -0.28
S -2.1993 0.9883 -4.2004  0.82
O -1.8970 1.6780 -5.5138  -0.56
C -0.6552 0.4756 -3.4014  -0.27
H -1.9384 -1.2611 -5.1658  0.06
H -3.6022 -0.6368 -5.2608  0.05
H -3.0125 -1.1500 -3.7320  0.01
H -0.1862 1.3744 -2.9960  -0.03
H 0.0899 0.0610 -4.0798  0.07
H -0.9682 -0.2297 -2.6389  0.02
C 0.1680 3.8624 2.8483  -0.26
S 0.1008 5.3102 3.9357  0.87
O 0.6563 6.4496 3.0976  -0.57
C -1.7121 5.5061 3.8697  -0.24
H -0.1614 4.0550 1.8290  0.03
H -0.3703 3.0177 3.2821  0.05
H 1.2270 3.5925 2.8382  0.03
H -2.0316 6.2106 4.6384  0.05
H -2.2181 4.5585 4.0370  0.04
H -1.9382 5.9985 2.9244  0.05

Forces on the atoms, in the same order (eV/Å):
C -0.440 0.789 0.269
C 1.012 -1.360 -0.389
O -1.524 0.607 0.115
C 0.536 0.226 -0.123
O -0.043 -0.144 -0.177
O -0.344 -0.093 0.016
H -0.865 -0.356 -0.379
H 0.313 -0.324 -0.046
H -0.346 0.198 0.531
H -0.249 0.330 -0.139
C -1.639 -0.060 1.069
C -0.241 -1.041 0.679
O 0.041 0.157 0.001
C 0.547 -0.417 0.923
O -0.085 0.147 -0.492
O 0.245 0.539 -0.729
H 0.662 0.116 -0.446
H 0.073 0.146 -0.377
H 0.278 0.251 0.170
H 0.122 0.258 -0.802
C -0.279 1.409 0.902
C -0.748 -0.389 0.459
O -0.949 0.622 0.733
C -0.586 -0.938 -1.734
O -0.736 -1.163 0.420
O 0.236 -0.939 0.143
H 0.117 -0.108 -0.291
H 0.292 -0.438 -0.456
H 0.535 -0.288 -0.178
H 0.088 0.079 -0.480
C -0.803 -0.772 -0.811
C 1.095 0.582 1.185
O -0.057 -0.345 -0.003
C 0.565 0.637 -0.916
O -0.264 -0.476 0.569
O -0.051 0.229 0.241
H 0.260 0.112 0.547
H 0.312 -0.069 0.010
H -0.225 -0.103 -0.201
H 0.039 0.071 -0.331
C -0.523 0.442 0.246
C 0.408 0.013 -0.772
C -0.234 0.736 0.280
C -0.324 -0.597 0.616
N 0.097 0.112 -0.374
H 0.261 -0.405 -0.127
H 0.282 -0.085 0.169
H 0.076 -0.112 -0.166
H -0.310 -0.085 0.035
H 0.192 0.017 0.084
H 0.150 -0.069 -0.256
H -0.150 -0.061 0.249
C 0.090 1.049 0.265
C -0.933 0.581 -0.898
C 0.020 -0.626 -0.101
C -0.077 0.199 -0.037
N -0.131 -0.248 0.292
H 0.119 -0.370 -0.096
H -0.373 -0.397 -0.419
H -0.425 -0.323 0.128
H -0.407 -0.015 0.361
H -0.104 0.070 0.410
H 0.178 -0.201 0.103
H 0.385 0.391 0.204
C -0.259 0.958 -0.785
C -0.285 -0.766 1.063
C 0.348 -0.308 -0.596
C 0.127 -0.188 0.065
N 0.481 -0.008 -0.111
H -0.051 -0.001 0.056
H -0.114 -0.168 0.458
H 0.078 -0.074 0.002
H 0.303 0.203 -0.460
H 0.030 0.269 0.110
H 0.247 0.166 0.098
H -0.426 -0.134 0.046
C 0.093 -0.070 -0.108
C -0.301 -0.319 0.616
C 0.327 0.216 0.059
C -0.178 -0.069 0.045
N 0.008 0.025 -0.065
H 0.128 0.045 -0.016
H 0.169 -0.019 0.085
H 0.026 0.224 -0.090
H -0.211 0.098 -0.414
H 0.186 -0.172 -0.188
H -0.058 0.021 0.013
H 0.034 -0.009 0.068
C -0.705 0.010 -0.951
C 0.277 -0.749 1.228
C 0.414 -0.631 -1.006
C -0.575 -0.113 0.621
N -0.115 0.103 -0.043
H 0.229 0.071 -0.133
H 0.280 -0.098 0.275
H 0.181 0.136 0.385
H -0.212 0.172 -0.044
H 0.217 0.171 0.006
H -0.078 0.301 -0.345
H 0.098 0.702 0.070
C 1.431 1.257 -0.832
C -0.272 -0.979 -0.532
C 0.509 0.171 -0.382
C 1.467 0.436 0.361
N 1.550 0.950 -0.333
H 0.190 -0.475 0.381
H -0.653 -0.092 0.638
H 1.216 1.752 0.206
H -0.097 0.237 0.227
H 0.040 0.103 0.095
H -0.417 0.303 0.156
H -0.164 0.125 -0.138
C -0.828 -0.413 -0.313
S 0.616 1.075 -0.049
O -0.229 -0.334 -0.304
C 0.276 -0.904 0.152
H 0.257 -0.003 0.018
H 0.132 0.108 0.051
H -0.041 0.051 0.070
H -0.168 0.177 0.164
H 0.068 0.226 0.174
H -0.052 0.012 0.014
C 1.069 -0.427 -0.662
S -0.685 1.312 -0.605
O 0.193 -0.798 0.491
C 0.236 -0.110 -0.532
H -0.016 -0.030 0.571
H 0.329 0.557 0.243
H 0.177 -0.233 0.063
H 0.015 0.167 0.278
H -0.156 0.071 0.158
H 0.089 -0.094 0.018
C -1.022 -0.597 0.565
S 0.813 -0.034 -1.763
O -0.144 -0.195 1.258
C -0.816 0.186 0.088
H 0.235 0.252 0.044
H 0.144 0.360 -0.224
H 0.314 -0.172 0.000
H -1.516 -1.103 0.273
H -0.428 -0.272 -0.300
H 0.044 -0.140 -0.002
C 0.715 -0.439 0.457
S -0.568 0.704 -1.285
O -0.263 -0.840 0.716
C 0.174 0.541 0.284
H 0.099 0.311 0.557
H -0.138 0.160 0.044
H 0.038 -0.012 -0.074
H 0.267 -0.117 0.208
H 0.047 -0.041 -0.168
H 0.047 -0.443 -0.215

Summary:
* gap between HOMO and LUMO: 8.10 eV
* E_LUMO: -0.40 eV
* E_HOMO: -8.50 eV

***

[2]
Here is a molecular structure, C5H6OSi at a distorted geometry from the Open Molecules 2025 dataset. Energies are from ωB97M-V/def2-TZVPD.

Each line ends with the Löwdin charge.
Positions of all 13 atoms, in Å:
C -2.2881 0.1575 0.2422  -0.27
C 0.0821 -1.3416 0.3074  -0.01
C -0.2824 -0.9903 -1.0224  -0.08
C -1.0307 0.1575 -0.4059  -0.04
C 0.4342 0.0378 -0.1259  -0.37
O -2.7197 0.9947 1.0281  0.05
Si 1.9523 1.0283 0.1319  0.69
H -2.9019 -0.5818 -0.1053  0.09
H -0.1228 -1.9965 1.0679  0.08
H -0.2587 -1.4092 -1.9131  0.08
H 2.8582 0.2378 0.9563  -0.08
H 1.7879 2.4073 0.9285  -0.04
H 2.4897 1.2986 -1.0898  -0.12

Forces on the atoms, in the same order (eV/Å):
C 0.551 3.246 0.442
C 2.995 -0.278 -1.805
C -2.063 2.178 4.777
C 1.739 0.085 -1.583
C -2.420 -0.180 1.451
O 0.420 -0.178 0.257
Si -0.547 1.463 3.006
H -1.928 -2.409 -0.914
H -0.358 -1.055 1.735
H 0.420 -1.614 -4.081
H 0.220 -0.281 0.070
H -0.180 -1.553 -0.941
H 1.149 0.577 -2.414

Summary:
* gap between HOMO and LUMO (spin up / spin down): 7.86 / 8.25 eV
* ⟨S²⟩: 2.02
* E_LUMO (spin up / spin down): 0.79 / -1.68 eV
* multiplicity: 3
* E_HOMO (spin up / spin down): -7.08 / -9.93 eV

***

[3]
Here is a single C5H8N2 molecule from the Open Molecules 2025 dataset. Energies are from ωB97M-V/def2-TZVPD.

Each line ends with the Löwdin charge.
Positions of all 15 atoms, in Å:
C -1.8147 -0.4841 0.3545  -0.01
N -0.5115 -0.3103 -0.2688  -0.16
C -0.2496 -0.5575 -1.5765  -0.13
C 0.8287 0.1564 -2.1302  -0.09
C 1.2253 0.3197 1.3001  -0.03
C 1.1514 0.8916 -1.0073  -0.18
N 0.3826 0.6612 0.1375  -0.12
H -2.3914 0.4472 0.3359  0.09
H -1.7403 -0.8494 1.3819  0.09
H -2.3507 -1.2290 -0.2402  0.09
H -0.9130 -1.2774 -2.0541  0.10
H 2.2068 0.7806 1.1524  0.08
H 1.3774 -0.7642 1.3213  0.10
H 0.8091 0.6763 2.2411  0.08
H 1.9462 1.6188 -0.8467  0.10

Forces on the atoms, in the same order (eV/Å):
C -0.030 -0.067 0.079
N 0.144 -0.099 -0.300
C -0.255 -0.130 -0.017
C -0.238 0.124 0.250
C -0.012 0.011 0.287
C 0.183 0.169 -0.132
N 0.254 -0.121 -0.285
H 0.181 -0.101 0.024
H 0.117 0.090 -0.107
H 0.118 0.099 0.157
H 0.033 0.197 0.001
H -0.315 0.008 0.123
H -0.032 0.139 0.092
H -0.115 -0.101 -0.043
H -0.031 -0.217 -0.128

Summary:
* gap between HOMO and LUMO: 7.93 eV
* structure (SMILES): CN1C=C=CN1C
* E_LUMO: 0.45 eV
* E_HOMO: -7.48 eV

***

So what do the calculations give for relative energy (zero: lowest compared OMol25 entry of this formula, charge and spin)? Going down the list: 0.0 0.0 385.1 kJ/mol.